Computed, not measured: C49H112AlN4O5P2 as an isolated structure, with ωB97M-V/def2-TZVPD.

Values from the calculation:
HOMO energy (spin up / spin down), eV: -19.9 / -19.9
Expectation value of S²: 0.76
Spin multiplicity: 2
Orbital gap (spin up / spin down), eV: 5.74 / 1.62
Max |F|, eV/Å: 4.4
Charge: +6

Each line ends with the Löwdin charge.
Atoms and positions in Å:
Al: -0.108 7.884 -0.966  1.16
O: 0.870 3.611 0.695  0.20
C: 0.641 4.830 0.224  -0.82
O: -0.503 5.198 0.054  0.14
O: 1.534 5.580 -0.136  0.11
H: 1.766 3.714 0.365  0.11
C: -3.733 7.282 5.475  -0.07
C: -2.296 7.748 5.380  -0.15
N: -1.418 6.604 4.957  -0.01
C: -1.823 5.754 3.880  0.01
C: -0.794 4.847 3.717  -0.05
N: 0.150 5.020 4.702  -0.10
C: -0.231 6.100 5.458  0.08
C: 1.409 4.333 4.745  0.01
H: -4.312 8.007 6.046  0.10
H: -3.764 6.290 5.924  0.10
H: -4.293 7.310 4.540  0.08
H: -1.989 8.177 6.333  0.14
H: -2.137 8.629 4.758  0.13
H: -2.655 5.933 3.216  0.13
H: -0.822 4.048 2.990  0.12
H: 0.454 6.482 6.200  0.18
H: 1.424 3.736 5.657  0.12
H: 2.314 4.927 4.619  0.10
H: 1.374 3.663 3.886  0.09
C: -2.272 -4.500 -6.313  -0.09
C: -1.239 -3.374 -6.720  -0.24
C: 0.266 -3.684 -6.923  -0.22
C: 1.152 -4.133 -5.715  -0.23
P: 2.249 -2.791 -5.127  1.04
C: 3.264 -3.535 -3.789  -0.27
C: 2.641 -3.682 -2.409  -0.28
C: 3.747 -3.987 -1.405  -0.25
C: 3.129 -4.040 -0.030  -0.10
C: 3.594 -2.330 -6.475  -0.20
C: 4.882 -3.231 -6.609  -0.23
C: 5.755 -2.951 -7.901  -0.19
C: 4.852 -2.738 -9.203  -0.08
C: 1.358 -1.347 -4.613  -0.26
C: 2.130 -0.336 -3.677  -0.22
C: 1.086 0.321 -2.831  -0.29
C: 1.500 1.343 -1.793  -0.12
H: -3.029 -4.267 -5.565  0.06
H: -1.771 -5.396 -5.946  0.06
H: -2.760 -4.974 -7.165  0.08
H: -1.420 -2.654 -5.922  0.08
H: -1.674 -2.773 -7.518  0.11
H: 0.544 -2.704 -7.311  0.09
H: 0.430 -4.404 -7.725  0.12
H: 1.673 -5.081 -5.844  0.11
H: 0.447 -4.176 -4.885  0.09
H: 4.041 -2.801 -3.579  0.09
H: 3.721 -4.442 -4.184  0.11
H: 1.777 -4.337 -2.303  0.12
H: 2.176 -2.737 -2.128  0.08
H: 4.440 -3.150 -1.492  0.12
H: 4.186 -4.926 -1.741  0.13
H: 2.805 -3.012 0.136  0.05
H: 3.937 -4.333 0.641  0.09
H: 2.244 -4.640 0.182  0.07
H: 3.675 -1.260 -6.284  0.08
H: 3.015 -2.515 -7.380  0.06
H: 4.465 -4.237 -6.660  0.10
H: 5.537 -3.232 -5.738  0.10
H: 6.575 -3.666 -7.965  0.11
H: 6.258 -2.065 -7.513  0.09
H: 4.234 -3.614 -9.403  0.07
H: 5.417 -2.558 -10.117  0.08
H: 4.228 -1.846 -9.160  0.06
H: 0.582 -1.705 -3.936  0.09
H: 0.906 -0.896 -5.497  0.11
H: 2.702 0.365 -4.285  0.12
H: 2.992 -0.774 -3.173  0.10
H: 0.542 -0.443 -2.276  0.10
H: 0.423 0.943 -3.432  0.12
H: 0.656 1.645 -1.173  0.05
H: 2.079 2.117 -2.298  0.08
H: 2.152 0.813 -1.099  0.06
C: -0.810 -7.568 1.099  -0.09
C: -2.118 -6.904 0.666  -0.25
C: -2.592 -5.795 1.580  -0.27
C: -1.792 -4.517 1.697  -0.27
P: -2.212 -3.419 3.090  1.04
C: -3.883 -2.915 2.677  -0.27
C: -4.644 -1.996 3.715  -0.21
C: -6.072 -1.397 3.388  -0.20
C: -5.997 -0.689 2.030  -0.13
C: -2.171 -4.230 4.791  -0.23
C: -2.000 -3.388 6.048  -0.28
C: -2.353 -3.919 7.427  -0.24
C: -1.485 -5.146 7.782  -0.09
C: -1.144 -1.970 3.221  -0.22
C: -1.400 -0.899 2.012  -0.21
C: -0.140 -0.032 1.915  -0.24
C: 1.009 -0.870 1.171  -0.09
H: 0.088 -6.951 1.131  0.06
H: -0.634 -8.464 0.504  0.09
H: -0.945 -7.958 2.108  0.08
H: -2.952 -7.604 0.616  0.12
H: -2.002 -6.602 -0.374  0.11
H: -2.638 -6.183 2.597  0.11
H: -3.640 -5.700 1.295  0.11
H: -1.862 -3.935 0.778  0.10
H: -0.748 -4.820 1.786  0.09
H: -4.514 -3.768 2.427  0.11
H: -3.817 -2.399 1.719  0.07
H: -4.119 -1.075 3.968  0.10
H: -4.706 -2.654 4.582  0.10
H: -6.442 -0.672 4.113  0.12
H: -6.700 -2.282 3.288  0.12
H: -5.538 0.297 2.105  0.06
H: -6.979 -0.430 1.633  0.08
H: -5.517 -1.344 1.303  0.05
H: -1.231 -4.771 4.684  0.10
H: -3.067 -4.828 4.956  0.12
H: -2.748 -2.623 5.837  0.08
H: -1.059 -2.847 6.148  0.11
H: -3.417 -4.150 7.488  0.12
H: -2.171 -3.201 8.226  0.12
H: -0.429 -5.017 7.545  0.08
H: -1.782 -6.008 7.184  0.07
H: -1.539 -5.411 8.838  0.09
H: -0.087 -2.233 3.183  0.09
H: -1.325 -1.500 4.187  0.09
H: -2.280 -0.274 2.168  0.09
H: -1.464 -1.390 1.041  0.09
H: 0.221 0.298 2.889  0.10
H: -0.099 0.881 1.321  0.07
H: 1.215 -1.886 1.508  0.06
H: 1.937 -0.311 1.056  0.06
H: 0.793 -1.007 0.111  0.05
C: -4.160 4.623 -0.654  0.02
N: -3.880 3.195 -1.144  -0.31
C: -3.055 3.344 -2.448  0.03
C: -2.964 2.400 -0.177  0.02
C: -5.260 2.487 -1.458  -0.02
C: -5.252 0.874 -1.544  -0.19
O: -4.554 0.597 -2.765  -0.05
H: -4.515 4.575 0.375  0.11
H: -4.899 5.015 -1.353  0.12
H: -3.265 5.239 -0.743  0.08
H: -3.832 3.709 -3.119  0.12
H: -2.857 2.311 -2.733  0.09
H: -2.083 3.796 -2.247  0.09
H: -3.458 2.414 0.795  0.11
H: -2.020 2.919 -0.012  0.07
H: -2.686 1.451 -0.633  0.10
H: -5.727 2.913 -2.346  0.14
H: -5.970 2.764 -0.678  0.13
H: -6.300 0.583 -1.627  0.13
H: -5.076 0.292 -0.639  0.10
H: -4.431 -0.355 -2.736  0.10
C: 4.435 6.337 1.875  -0.03
N: 5.497 5.897 0.897  -0.31
C: 5.575 7.131 -0.037  0.03
C: 6.770 5.641 1.702  0.05
C: 4.981 4.662 0.063  -0.04
C: 4.633 3.415 0.944  -0.24
O: 4.055 2.623 -0.001  -0.06
H: 4.299 5.580 2.648  0.09
H: 3.519 6.637 1.366  0.09
H: 4.738 7.285 2.320  0.12
H: 5.779 8.060 0.494  0.12
H: 4.625 7.329 -0.535  0.10
H: 6.465 7.040 -0.659  0.12
H: 7.417 6.467 1.999  0.13
H: 7.360 4.977 1.071  0.12
H: 6.516 5.157 2.645  0.11
H: 5.804 4.411 -0.606  0.15
H: 4.170 5.018 -0.571  0.12
H: 3.957 3.532 1.791  0.12
H: 5.532 2.914 1.303  0.14
H: 4.756 2.235 -0.531  0.12